Entry 1:
The following is a DFT calculation (wB97M-V/def2-TZVPD) of a structure of composition C38H44N4O4P2SSi2Sn.

Results
Highest occupied orbital energy   -7.7 eV
Frontier orbital gap   8.1731 eV
ΔE to the lowest compared entry with this formula, charge and spin   0.00 kJ/mol
Charge   0

Structure (XYZ):
```
96
Properties=species:S:1:pos:R:3:forces:R:3
H -0.90080 -5.11576 -0.84013 0.0 0.0 0.0
H 1.12234 -3.91775 -2.98930 0.0 0.0 0.0
H -4.68680 1.02084 4.44274 0.0 0.0 0.0
Si 2.03813 -2.47579 -1.09065 -0.1 0.0 0.0
C -3.19704 1.08679 1.40398 0.1 -0.1 0.1
C -0.17007 -4.21896 2.83404 0.0 0.0 0.0
H 8.65479 0.89397 -0.50939 0.0 0.0 0.0
H -2.75783 4.17186 -2.60089 0.0 0.0 0.0
H -3.98773 -4.69043 -3.36223 0.0 0.0 0.0
C -2.48312 3.14004 -2.36915 0.1 0.0 0.0
H 3.87122 -2.80383 0.58070 0.0 0.0 0.0
C -4.55377 1.21274 3.38624 0.0 0.0 0.0
C -0.69723 -4.85282 0.18928 0.0 0.0 0.0
C 3.21911 -1.54864 -2.21763 -0.1 0.1 0.0
H -2.64722 -0.03365 -2.54356 0.0 0.0 0.0
O 1.25243 1.47444 1.32367 0.1 -0.2 -0.2
C 6.71663 0.97512 -1.43606 0.0 0.0 0.0
N 0.63032 -1.42403 -0.78885 0.2 0.0 0.2
H -3.10739 4.36142 0.40037 0.0 0.0 0.0
C -4.20500 1.71403 0.68254 0.0 0.0 -0.1
H -0.56364 -6.89962 0.80736 0.0 0.0 0.0
H 4.22899 -1.95136 -2.11348 0.0 0.0 0.0
C 2.81954 -3.08628 0.50956 0.0 0.1 0.0
C -0.94048 -2.33034 -3.33694 0.0 0.0 0.0
H 0.03140 4.94288 -1.78036 0.0 0.0 0.0
H 5.23395 -0.26632 3.02991 0.0 0.0 0.0
O -0.67857 0.06356 1.76834 0.0 0.0 0.2
H 1.24774 -4.84333 -1.48432 0.0 0.0 0.0
H 7.79272 0.22704 1.71468 0.0 0.0 0.0
C -0.62801 -3.51741 0.57209 0.0 0.0 -0.1
C -2.03774 4.18077 0.51260 0.0 0.0 -0.1
H 3.28738 -0.47580 -2.05436 -0.1 -0.2 0.0
C -3.12584 -4.03608 -3.35836 0.0 0.0 0.0
C 5.74715 0.21839 1.00367 0.0 0.0 0.0
H -0.09724 -1.64896 -3.32442 0.0 0.0 0.0
N -1.00225 1.48884 -0.37960 0.0 -0.1 -0.1
H -0.08446 -6.33866 3.16824 0.0 0.0 0.0
C -0.37110 -3.20950 1.90902 0.0 -0.1 0.0
H -0.32834 -2.17844 2.22772 0.0 0.1 0.0
Si -1.33699 3.12908 -0.87829 -0.1 0.0 0.2
P -0.83686 -2.12139 -0.58217 0.0 0.0 0.0
C -1.44329 -2.81896 -2.13743 0.0 -0.1 0.0
C -3.52766 -0.45652 -2.07288 -0.1 0.1 -0.1
H -6.47011 2.14468 3.15452 0.0 0.0 0.0
C -2.60984 -3.55326 -4.55353 0.0 0.0 0.0
O 1.00530 0.33563 3.44253 0.0 -0.1 0.0
H -1.53539 5.15170 0.50821 0.0 0.0 0.0
N 4.94510 -0.10138 2.08283 0.0 0.0 -0.1
C 5.35325 0.80948 -1.30441 0.0 0.0 0.0
H -4.08983 1.88761 -0.37953 0.0 0.0 0.0
C -2.10078 -1.07849 -0.08207 0.0 0.3 -0.1
H 2.30201 -2.70337 1.38822 0.0 0.1 0.0
H -6.66044 -1.91767 -0.37342 0.0 0.0 0.0
C -4.55324 -1.57226 -0.22048 0.0 0.0 0.0
C -5.55298 1.84749 2.66242 0.0 0.0 0.0
C -5.78170 -1.51148 -0.85787 0.0 0.0 0.0
H -4.46358 -2.01752 0.76322 0.0 0.0 0.0
C -1.51717 -2.70008 -4.54334 0.0 0.0 0.0
C 0.26096 3.92504 -1.45366 0.0 0.0 0.0
H 4.69107 1.00560 -2.13537 0.0 0.0 0.0
H -4.82645 0.07101 -3.69308 0.0 0.0 0.0
H -2.97341 -4.02427 -1.22466 0.0 0.0 0.0
H 7.12255 1.29070 -2.38792 0.0 0.0 0.0
H 0.72283 3.41158 -2.29970 0.0 0.0 0.0
C -0.23595 -5.55013 2.44231 0.0 0.0 0.0
H 2.75826 -4.17624 0.54954 0.0 0.0 0.0
C -5.37999 2.09530 1.30945 0.0 0.0 0.0
C 3.66271 -0.08925 1.64566 -0.1 -0.1 0.1
S 0.34813 1.13300 2.44918 0.1 0.1 0.2
H -3.06540 -3.83780 -5.49329 0.0 0.0 0.0
C -5.88641 -0.92228 -2.11100 0.0 0.0 0.0
C 7.12247 0.37845 0.87930 0.0 0.0 0.0
H -1.86956 3.73020 1.48983 0.0 0.0 0.0
C 1.69533 -4.04647 -2.07281 0.1 0.1 0.0
C -3.40646 -1.05010 -0.81807 -0.1 -0.1 0.1
H 2.69578 -4.38830 -2.36145 0.0 0.0 0.0
C 4.85912 0.40554 -0.06337 0.1 0.0 0.1
O -0.43468 2.24210 2.89101 -0.1 0.1 0.0
C -2.54759 -3.66836 -2.15462 0.0 0.0 0.0
N 3.55600 0.18432 0.37476 0.0 0.0 0.0
H -1.11683 -2.31634 -5.47252 0.0 0.0 0.0
C 7.59223 0.75509 -0.36262 0.0 0.0 0.0
H 2.83494 -0.26701 2.31802 0.0 0.0 0.0
H 1.00404 3.99892 -0.65548 0.0 0.0 0.0
P -1.73328 0.44658 0.58200 0.0 -0.1 -0.1
C -4.75575 -0.39345 -2.71718 0.0 0.0 0.0
H -1.96579 2.73346 -3.24306 0.0 0.0 0.0
H 0.03525 -3.96499 3.86590 0.0 0.0 0.0
H -2.60370 0.33139 3.32602 0.0 0.0 0.0
Sn 1.13313 0.76624 -0.81412 -0.1 0.1 -0.1
H -3.40272 2.56779 -2.24439 0.0 0.0 0.1
C -0.50476 -5.86546 1.12100 0.0 0.0 0.0
H -6.84466 -0.87299 -2.61206 0.0 0.0 0.0
C -3.38098 0.82457 2.75938 0.0 0.1 0.0
H 2.90481 -1.70397 -3.25256 0.0 0.0 0.0
H -6.16038 2.58056 0.73814 0.0 0.0 0.0
```
Forces are in eV/Å.

So, what does the Löwdin scheme give us? The charges, in e, come out as:
1. H 0.093
2. H 0.023
3. H 0.106
4. Si 0.354
5. C -0.259
6. C -0.070
7. H 0.100
8. H 0.034
9. H 0.108
10. C -0.174
11. H 0.026
12. C -0.066
13. C -0.105
14. C -0.204
15. H 0.111
16. O -0.480
17. C -0.086
18. N -0.400
19. H 0.027
20. C -0.092
21. H 0.105
22. H 0.048
23. C -0.157
24. C -0.103
25. H 0.037
26. H 0.162
27. O -0.405
28. H 0.013
29. H 0.109
30. C -0.273
31. C -0.155
32. H -0.067
33. C -0.062
34. C -0.191
35. H 0.100
36. N -0.354
37. H 0.103
38. C -0.080
39. H 0.094
40. Si 0.329
41. P 0.814
42. C -0.297
43. C -0.069
44. H 0.103
45. C -0.075
46. O -0.282
47. H 0.033
48. N 0.144
49. C -0.029
50. H 0.086
51. C -0.390
52. H 0.017
53. H 0.101
54. C -0.050
55. C -0.076
56. C -0.078
57. H 0.119
58. C -0.071
59. C -0.226
60. H 0.104
61. H 0.104
62. H 0.115
63. H 0.101
64. H 0.000
65. C -0.081
66. H 0.035
67. C -0.067
68. C -0.160
69. S 0.394
70. H 0.104
71. C -0.090
72. C -0.020
73. H 0.016
74. C -0.164
75. C -0.327
76. H 0.042
77. C -0.229
78. O -0.256
79. C -0.088
80. N 0.041
81. H 0.105
82. C -0.094
83. H 0.111
84. H 0.030
85. P 0.654
86. C -0.077
87. H 0.032
88. H 0.108
89. H 0.110
90. Sn 1.259
91. H 0.004
92. C -0.075
93. H 0.098
94. C -0.056
95. H 0.039
96. H 0.107

---

Entry 2:
The following is a DFT calculation (wB97M-V/def2-TZVPD) of a structure of composition C38H44N5OReSbSi.

Results
2S+1   2
Highest occupied orbital energy (alpha / beta)   -13.0 / -13.1 eV
Frontier orbital gap (alpha / beta)   7.3248 / 5.9872 eV
Charge   +2

Structure (XYZ):
```
91
Properties=species:S:1:pos:R:3:forces:R:3
C -1.75366 -1.51264 -2.72598 -0.1 -0.1 0.0
H -0.60343 -5.26152 1.59882 0.0 0.0 0.0
C 3.37664 -3.16150 -4.75159 0.0 0.0 0.0
H 0.43581 2.78323 -3.14566 0.1 0.0 0.1
Re 0.18256 -0.06552 0.24558 -0.3 -0.2 0.0
H -5.05193 -0.89779 -3.26827 0.0 0.0 0.0
C -0.28933 0.95332 -4.01522 0.0 0.0 -0.2
H 0.09703 4.12042 -5.16274 0.0 0.0 0.0
H -3.04517 2.61525 1.75910 0.0 0.0 0.0
H -4.56494 -0.14425 0.37656 0.0 0.0 0.0
C -4.14410 -1.46484 -3.09604 0.0 0.0 0.0
N 2.17861 0.35366 0.76495 0.6 -0.1 0.2
C -2.54937 1.83267 2.32226 0.0 0.0 0.1
O 0.35465 -2.32026 0.18584 -0.1 -0.3 -0.1
H 4.60391 1.59551 2.68825 0.0 0.0 0.0
H 1.07311 -3.42645 -2.29255 0.1 0.1 0.0
C -1.80004 -2.90661 -2.72833 0.0 0.0 0.0
C 2.59161 -3.73507 -3.75833 0.0 0.0 0.0
H -1.39101 0.66883 -7.21414 0.0 0.0 0.0
H -1.04836 -0.68741 -5.20585 0.0 0.0 0.0
H -3.00701 -0.08187 5.08862 0.0 0.0 0.0
H 2.48566 3.00314 2.84493 0.0 0.0 0.0
C -2.07894 3.00203 -1.56704 -0.1 0.0 -0.1
C -1.33578 1.30828 1.88284 0.1 0.3 0.0
C 3.30777 -0.33442 0.35576 -0.3 0.2 0.1
H -0.89142 -3.49100 -2.63531 -0.1 0.0 0.0
C -0.15991 3.06807 -5.16781 0.0 0.0 0.0
N -0.74022 1.57056 0.62290 -0.3 0.3 0.0
Sb 0.04401 -0.40959 -2.43173 0.1 0.1 0.2
C -2.91918 -1.33659 0.39283 0.0 0.0 0.0
H 2.72283 -4.77879 -3.49826 0.0 0.0 0.0
C -3.00748 -3.57221 -2.90831 0.0 0.0 0.0
C -0.67402 2.48328 -6.31417 0.0 0.0 0.0
H -3.02689 -4.65543 -2.93951 0.0 0.0 0.0
C -1.18624 4.51466 0.95341 0.0 0.1 0.1
H -0.82299 3.07808 -7.20634 0.0 0.0 0.0
C 3.20508 -1.82614 -5.08360 0.0 0.0 0.0
C -0.99392 1.13129 -6.31896 0.0 0.0 0.0
H -3.07071 2.98256 -1.09865 0.0 0.0 0.0
C 1.64324 -2.97035 -3.09567 0.1 0.0 0.1
N -1.58771 -1.33902 0.28900 0.0 -0.1 0.2
H -5.11882 -3.37260 -3.24684 0.0 0.0 0.0
H 2.11200 -0.02452 -4.71988 0.0 0.0 0.0
H 0.28043 -4.73118 0.15405 0.0 0.0 0.0
N -1.48894 -3.68341 0.51519 -0.1 -0.1 0.0
H -4.06452 1.76036 3.82768 0.0 0.0 0.0
C 4.43965 0.06752 1.11374 0.2 0.1 0.1
H -2.24399 4.78744 0.94150 0.0 0.0 0.0
C -4.18220 -2.85275 -3.08666 0.0 0.0 0.0
C -0.80058 0.36825 -5.17802 0.0 0.0 0.0
H -1.20666 -5.68474 -0.02546 0.0 0.0 0.0
C -3.13111 1.33515 3.47952 0.0 0.1 0.0
C 3.33256 -1.33180 -0.71721 0.1 -0.1 -0.1
C -2.53906 0.29447 4.18835 0.0 0.0 0.0
H -0.84124 -1.01699 4.32725 0.0 0.0 0.0
C 0.03335 2.30528 -4.02129 0.0 0.0 -0.1
H 5.43622 -0.32788 0.98472 -0.1 0.0 0.0
C -1.33094 -0.23561 3.76018 0.0 0.0 0.0
Si -0.77982 3.14835 -0.24803 -0.1 0.0 0.1
C 0.96424 3.42282 -0.82791 0.2 0.1 0.0
C -0.70140 -4.92756 0.56821 -0.1 0.1 0.0
H -2.06759 3.85571 -2.25042 0.0 0.0 0.0
H -4.66738 -2.61989 0.68559 0.0 0.0 0.0
H -3.29079 -4.68046 0.78744 0.0 0.0 0.0
H -0.61726 5.40574 0.67071 -0.1 0.0 0.0
H 1.36803 1.76943 3.40098 0.0 0.0 0.0
C 1.45824 -1.62859 -3.43056 0.0 -0.1 0.0
H 1.58661 3.64670 0.04622 0.0 0.0 -0.1
H -3.05172 0.67001 0.14825 0.0 -0.1 -0.1
C -0.88581 -2.48865 0.32976 0.2 0.1 -0.1
H 1.02737 2.62887 1.90551 0.0 -0.1 0.0
C -3.59242 -2.57786 0.59422 0.0 0.0 0.0
H 3.15716 -0.85144 -1.68076 0.0 0.0 -0.1
H 1.41757 2.57416 -1.33595 0.0 -0.1 0.0
H -2.92455 0.28445 -2.96501 0.0 0.0 0.0
C -2.85175 -3.70212 0.64627 0.1 0.0 0.0
H 1.01846 4.29651 -1.48571 0.0 -0.1 0.0
C 2.24313 -1.06120 -4.43182 0.0 0.0 0.0
N -3.56512 -0.18649 0.28864 0.0 -0.1 0.0
H 4.30505 -1.81899 -0.75890 0.0 0.0 0.0
H 4.11925 -3.75767 -5.26681 0.0 0.0 0.0
C 4.01912 1.03090 1.97662 0.2 0.0 0.0
H 2.56211 -2.08822 -0.58740 -0.1 0.0 0.0
C 2.62307 1.20182 1.77172 -0.2 -0.1 -0.3
H 0.31058 -0.02831 2.40259 -0.1 0.0 0.0
H 3.81460 -1.37685 -5.85789 0.0 0.0 0.0
C 1.82592 2.20485 2.50691 -0.1 0.0 0.0
H -0.91765 4.27388 1.98561 0.0 0.0 -0.1
H -1.96260 2.10216 -2.17686 0.0 0.1 0.1
C -0.72153 0.29823 2.63260 0.1 -0.1 0.1
C -2.93639 -0.80023 -2.91636 0.0 0.0 0.0
```
Forces are in eV/Å.

So, what does the Löwdin scheme give us? The charges, in e, come out as:
1. C -0.369
2. H 0.111
3. C -0.058
4. H 0.055
5. Re 1.148
6. H 0.114
7. C -0.386
8. H 0.114
9. H 0.111
10. H 0.143
11. C -0.068
12. N -0.065
13. C -0.053
14. O -0.118
15. H 0.133
16. H 0.076
17. C -0.120
18. C -0.063
19. H 0.116
20. H 0.107
21. H 0.116
22. H 0.108
23. C -0.158
24. C -0.396
25. C -0.253
26. H 0.081
27. C -0.059
28. N -0.257
29. Sb 1.552
30. C -0.321
31. H 0.113
32. C -0.073
33. C -0.055
34. H 0.113
35. C -0.156
36. H 0.116
37. C -0.057
38. C -0.053
39. H 0.040
40. C -0.152
41. N 0.030
42. H 0.114
43. H 0.100
44. H 0.093
45. N -0.010
46. H 0.120
47. C 0.025
48. H 0.042
49. C -0.069
50. C -0.127
51. H 0.106
52. C -0.048
53. C -0.013
54. C -0.059
55. H 0.119
56. C -0.134
57. H 0.132
58. C -0.048
59. Si 0.425
60. C -0.178
61. C 0.042
62. H 0.055
63. H 0.133
64. H 0.153
65. H 0.049
66. H 0.106
67. C -0.380
68. H 0.035
69. H 0.086
70. C -0.527
71. H 0.040
72. C 0.043
73. H 0.082
74. H 0.007
75. H 0.089
76. C 0.000
77. H 0.055
78. C -0.119
79. N 0.244
80. H 0.106
81. H 0.115
82. C 0.020
83. H 0.064
84. C -0.249
85. H 0.084
86. H 0.116
87. C -0.007
88. H 0.040
89. H -0.011
90. C -0.128
91. C -0.142

---

Maximum force (eV/A)
0.4 0.7